DFT (ωB97M-V/def2-TZVPD) results for 3 unconnected molecules or ions with the total composition C4H16NO2.

Structure (XYZ):
```
23
Properties=species:S:1:pos:R:3:nbo_charge:R:1
C 1.776 1.512 -1.227 -0.63
C 0.522 1.054 -1.901 -0.40
N -0.255 0.023 -1.162 -0.72
C 0.507 -1.234 -0.859 -0.25
C -0.447 -2.406 -0.669 -0.67
H 2.202 2.294 -1.860 0.22
H 1.628 1.924 -0.231 0.21
H 2.521 0.718 -1.167 0.21
H 0.687 0.655 -2.913 0.20
H -0.182 1.879 -2.092 0.20
H -0.692 0.468 -0.341 0.45
H -1.062 -0.205 -1.840 0.17
H 1.115 -1.402 -1.732 0.21
H 1.084 -1.057 0.043 0.21
H -1.374 -2.045 -0.222 0.23
H -0.009 -3.117 0.028 0.21
H -0.717 -2.825 -1.642 0.22
H -1.883 0.365 4.991 0.48
H -0.370 0.592 4.987 0.47
O -1.123 0.499 4.391 -0.97
H -0.642 0.821 2.175 0.49
H -2.069 0.841 1.828 0.47
O -1.216 0.646 1.413 -1.01
```

Properties
Multiplicity: 2
Energy above the lowest of the compared OMol25 structures with the same formula, charge and spin in kJ/mol: 25.0
Orbital gap (alpha / beta) in Eh: 0.1029 / 0.4445
⟨S²⟩: 0.75
E_HOMO (alpha / beta) in eV: -2.5079 / -11.8967
LUMO level (alpha / beta) in eV: 0.291 / 0.198

DFT (ωB97M-V/def2-TZVPD) results for 3 unconnected molecules or ions with the total composition C4H16NO2 at a distorted geometry.

Structure (XYZ):
```
23
Properties=species:S:1:pos:R:3:nbo_charge:R:1
C -0.544 0.590 -0.219 -0.15
C 0.197 0.187 1.030 -0.47
C -0.718 -0.411 2.180 -0.38
C -2.259 -0.477 2.067 -0.61
N 0.237 1.528 -1.334 -0.72
H -1.152 1.448 0.041 0.21
H -0.823 -0.210 -0.893 0.25
H 0.622 1.048 1.554 0.21
H 1.143 -0.273 0.743 0.26
H -0.459 0.283 2.995 0.21
H -0.299 -1.355 2.545 0.22
H -2.530 0.453 1.557 0.20
H -2.532 -1.342 1.474 0.21
H -2.720 -0.691 3.032 0.24
H 0.793 0.893 -1.912 0.46
H -0.423 2.037 -1.922 0.43
H 0.725 2.337 -0.937 0.43
H 0.466 -0.762 -3.826 0.48
H 0.644 -1.866 -2.871 0.50
O 0.207 -1.015 -2.928 -0.96
H 3.369 -1.350 -0.302 0.49
H 3.323 -0.249 -1.292 0.47
O 2.733 -0.803 -0.785 -0.96
```

Properties
Energy above the lowest of the compared OMol25 structures with the same formula, charge and spin in kJ/mol: 199.4
Orbital gap in Eh: 0.4028
E_HOMO in eV: -14.2472
Net charge: +1
LUMO level in eV: -3.288

DFT (ωB97M-V/def2-TZVPD) results for 3 unconnected molecules or ions with the total composition C4H16NO3 at a distorted geometry.

Structure (XYZ):
```
24
Properties=species:S:1:pos:R:3:nbo_charge:R:1
C 0.733 0.419 -1.682 -0.08
O 0.108 0.156 -2.935 -0.77
C 0.122 -0.502 -0.610 -0.07
C 0.174 0.140 0.776 -0.47
C 0.740 -0.713 1.892 -0.62
N -1.284 -0.763 -1.080 -0.69
H 1.764 0.080 -1.818 0.19
H 0.703 1.460 -1.412 0.22
H 0.697 0.237 -3.683 0.51
H 0.695 -1.415 -0.464 0.23
H 0.663 1.135 0.811 0.28
H -0.794 0.576 1.068 0.22
H 0.332 -1.728 1.855 0.20
H 1.827 -0.818 1.828 0.22
H 0.597 -0.340 2.905 0.24
H -1.985 -0.508 -0.383 0.47
H -1.390 -1.781 -1.144 0.44
H -1.535 -0.469 -2.030 0.47
H -3.757 -1.283 1.363 0.49
H -2.741 -0.819 2.425 0.50
O -2.853 -0.972 1.484 -0.98
H 2.904 2.012 0.181 0.48
H 2.183 3.375 0.544 0.50
O 2.097 2.523 0.111 -0.97
```

Properties
Energy above the lowest of the compared OMol25 structures with the same formula, charge and spin in kJ/mol: 102.5
Orbital gap in Eh: 0.4242
E_HOMO in eV: -14.4103
Net charge: +1
LUMO level in eV: -2.866

DFT (ωB97M-V/def2-TZVPD) results for 3 unconnected molecules or ions with the total composition C4H16NO3 at a distorted geometry.

Structure (XYZ):
```
24
Properties=species:S:1:pos:R:3:nbo_charge:R:1
C 1.253 0.131 -1.383 -0.12
O 2.679 0.318 -1.220 -0.73
C 0.382 0.663 -0.212 -0.04
C -0.817 -0.271 0.058 -0.48
C -2.150 0.443 0.172 -0.61
N 1.343 0.762 1.045 -0.74
H 0.797 0.149 -2.310 0.21
H 1.324 -1.068 -1.277 0.22
H 2.897 1.003 -2.080 0.51
H 0.176 1.656 -0.289 0.20
H -0.907 -1.014 -0.841 0.29
H -0.756 -0.916 1.023 0.24
H -2.239 1.281 0.794 0.21
H -2.486 0.712 -0.828 0.21
H -2.845 -0.306 0.607 0.22
H 1.137 0.001 1.726 0.45
H 1.429 1.720 1.528 0.46
H 2.240 0.390 0.580 0.47
H 0.131 0.007 4.160 0.49
H -1.435 -0.244 3.797 0.51
O -0.536 0.054 3.377 -0.99
H -0.481 -1.121 -3.041 0.47
H -0.651 -2.562 -3.033 0.50
O -0.484 -1.787 -2.354 -0.94
```

Properties
Energy above the lowest of the compared OMol25 structures with the same formula, charge and spin in kJ/mol: 331.1
Orbital gap in Eh: 0.4133
E_HOMO in eV: -14.2800
Net charge: +1
LUMO level in eV: -3.033

DFT (ωB97M-V/def2-TZVPD) results for 4 unconnected molecules or ions with the total composition C4H16NO3 at a distorted geometry.

Structure (XYZ):
```
24
Properties=species:S:1:pos:R:3:nbo_charge:R:1
C -1.656 -1.478 -0.576 -0.72
C -1.907 0.028 -0.644 -0.43
C -0.719 0.801 -0.080 -0.24
C -1.341 0.185 2.154 0.11
N -0.638 0.903 1.388 -0.37
H -1.688 -1.851 -1.612 0.26
H -2.531 -2.041 -0.187 0.22
H -0.855 -2.146 -0.266 0.27
H -2.810 0.292 -0.092 0.22
H -2.069 0.394 -1.653 0.26
H -0.630 1.810 -0.480 0.23
H 0.271 0.334 -0.310 0.25
H -2.006 -0.614 1.827 0.24
H -1.410 0.284 3.225 0.23
H 0.073 1.510 1.796 0.46
H 1.297 -1.672 -0.237 0.46
H 2.165 -2.081 -1.468 0.50
O 1.271 -1.965 -1.141 -0.95
H 3.703 -0.547 0.657 0.47
H 3.735 0.579 -0.242 0.48
O 3.309 -0.286 -0.190 -0.95
H 1.277 1.931 -1.089 0.47
H 1.484 3.283 -0.462 0.48
O 1.675 2.347 -0.318 -0.95
```

Properties
Energy above the lowest of the compared OMol25 structures with the same formula, charge and spin in kJ/mol: 245.5
Orbital gap in Eh: 0.3504
E_HOMO in eV: -14.2452
Net charge: +1
LUMO level in eV: -4.710

DFT (ωB97M-V/def2-TZVPD) results for 5 unconnected molecules or ions with the total composition C4H16NO6 at a distorted geometry.

Structure (XYZ):
```
27
Properties=species:S:1:pos:R:3:nbo_charge:R:1
O 0.502 -1.475 -0.613 -0.83
C 0.412 -0.266 -0.954 0.77
O 1.232 0.280 -1.736 -0.78
C -0.708 0.565 -0.380 -0.16
C -0.582 1.228 1.020 -0.39
C -1.120 2.690 1.018 -0.60
N -1.905 -0.343 -0.231 -0.87
H -0.906 1.380 -1.057 0.19
H 0.427 1.174 1.461 0.21
H -1.249 0.604 1.632 0.19
H -0.423 3.505 1.084 0.21
H -1.665 2.869 0.094 0.20
H -1.779 2.792 1.852 0.18
H -1.514 -1.153 0.213 0.39
H -2.324 -0.435 -1.145 0.36
H -2.710 1.860 3.266 0.46
H -3.137 0.573 2.625 0.48
O -3.499 1.354 3.058 -0.94
H 1.237 -2.554 1.873 0.45
H 0.735 -2.700 0.492 0.51
O 0.766 -3.208 1.344 -0.99
H 1.896 -2.023 -2.452 0.49
H 1.307 -3.117 -1.623 0.48
O 1.963 -2.978 -2.328 -0.98
H 3.375 1.655 -0.605 0.46
H 1.994 1.844 -1.185 0.50
O 2.755 2.356 -0.846 -0.99
```

Properties
Energy above the lowest of the compared OMol25 structures with the same formula, charge and spin in kJ/mol: 1.2
Orbital gap in Eh: 0.3268
E_HOMO in eV: -5.5961
Net charge: -1
LUMO level in eV: 3.296

DFT (ωB97M-V/def2-TZVPD) results for 4 unconnected molecules or ions with the total composition C4H16O3 at a distorted geometry.

Structure (XYZ):
```
23
Properties=species:S:1:pos:R:3:nbo_charge:R:1
C -2.118 -2.326 -0.751 -0.61
C -1.370 -1.010 -0.501 -0.23
C -2.231 0.116 -1.055 -0.60
C 0.066 -1.030 -0.977 -0.60
H -2.669 -2.674 0.124 0.21
H -1.484 -3.172 -1.027 0.20
H -2.807 -2.263 -1.558 0.20
H -1.452 -0.909 0.582 0.19
H -1.858 1.118 -0.850 0.21
H -2.274 0.020 -2.128 0.20
H -3.220 0.114 -0.609 0.22
H 0.611 -1.943 -0.775 0.22
H 0.618 -0.201 -0.515 0.19
H 0.047 -0.782 -2.044 0.21
H -2.120 -0.466 3.056 0.47
H -1.205 0.705 2.608 0.47
O -2.113 0.459 2.811 -0.94
H 3.128 0.110 0.599 0.47
H 2.611 0.151 -0.822 0.48
O 3.422 0.073 -0.314 -0.94
H 3.731 3.671 -0.394 0.47
H 4.027 2.418 0.353 0.47
O 3.394 3.147 0.341 -0.94
```

Properties
Energy above the lowest of the compared OMol25 structures with the same formula, charge and spin in kJ/mol: 69.9
Orbital gap in Eh: 0.4248
SMILES: CC(C)C.O.O.O
E_HOMO in eV: -11.0936
LUMO level in eV: 0.466

DFT (ωB97M-V/def2-TZVPD) results for a molecular structure, C4H16O9Zn at a distorted geometry.

Structure (XYZ):
```
30
Properties=species:S:1:pos:R:3:nbo_charge:R:1
Zn 1.001 0.093 0.387 1.75
C -0.126 -1.081 -3.656 -0.73
C 0.553 -0.188 -2.602 0.80
O 0.743 1.009 -2.905 -0.74
O 0.857 -0.694 -1.478 -0.92
H 0.543 -1.013 -4.520 0.22
H -1.059 -0.670 -4.019 0.24
H -0.043 -2.079 -3.228 0.21
C -3.015 -0.275 -0.066 -0.74
C -2.180 0.871 0.552 0.80
O -0.914 0.697 0.641 -0.97
O -2.787 1.854 0.974 -0.69
H -3.510 0.212 -0.911 0.23
H -3.814 -0.507 0.632 0.23
H -2.366 -1.064 -0.432 0.21
O 1.322 0.944 2.237 -0.99
H 2.021 0.783 2.883 0.50
H 0.882 1.760 2.517 0.52
O -1.243 -0.691 3.275 -1.00
H -1.091 -0.311 2.385 0.50
H -1.807 -0.052 3.725 0.49
O 0.418 -1.728 1.311 -1.00
H 0.266 -1.751 2.274 0.52
H 0.302 -2.636 1.009 0.51
O 1.588 2.101 -0.373 -0.99
H 1.081 2.624 -1.013 0.53
H 2.222 2.710 0.024 0.48
O 3.012 -0.304 0.237 -0.99
H 3.501 0.415 -0.188 0.51
H 3.640 -1.030 0.326 0.51
```

Properties
Energy above the lowest of the compared OMol25 structures with the same formula, charge and spin in kJ/mol: 144.3
Orbital gap in Eh: 0.2774
E_HOMO in eV: -8.3181
LUMO level in eV: -0.769